This record from OMol25 describes a 11-piece molecular cluster, C44H55F33O22 overall. The level of theory is wB97M-V/def2-TZVPD.

The geometry in XYZ format:
```
154
Properties=species:S:1:pos:R:3
C -1.1155 1.5359 -5.6192
C -2.3243 2.2662 -4.9654
O -2.6975 1.5536 -3.8381
C -3.4565 0.4552 -3.8285
O -4.2016 0.1737 -4.7429
C -3.5661 -0.2770 -2.5167
F -2.4259 -0.3690 -1.8882
F -4.4370 0.3400 -1.7646
F -4.0259 -1.5386 -2.6956
H -1.4867 0.7214 -6.2411
H -0.4255 1.2392 -4.8293
H -0.6022 2.2186 -6.2965
H -3.1052 2.4802 -5.6951
H -1.9408 3.2007 -4.5556
C 2.4948 -3.2869 4.3074
C 1.1405 -2.7492 3.9882
O 0.2435 -3.0655 5.1063
C -0.9504 -2.3101 5.2038
O -1.3857 -1.5450 4.3527
C -1.6425 -2.4590 6.5879
F -1.0697 -3.3570 7.4133
F -1.6618 -1.2870 7.2132
F -2.9162 -2.6652 6.4430
H 2.8523 -2.7124 5.1620
H 3.1066 -3.2144 3.4082
H 2.4074 -4.3409 4.5711
H 0.7206 -3.3521 3.1829
H 1.1547 -1.7020 3.6863
C -2.5110 7.2215 -4.4753
C -2.1063 6.0800 -3.4361
O -3.1209 6.0338 -2.4318
C -4.1023 5.0869 -2.4155
O -4.4607 4.3902 -3.3271
C -4.7036 4.8724 -1.0198
F -5.7456 5.6424 -0.8034
F -5.1658 3.5785 -0.9878
F -3.7976 4.9848 -0.0931
H -3.4244 6.9579 -5.0086
H -1.7778 7.3400 -5.2731
H -2.7110 8.1643 -3.9661
H -1.0946 6.2787 -3.0826
H -1.9916 5.1241 -3.9472
C 3.3062 -8.4141 1.8542
C 1.8978 -7.8949 2.0712
O 1.3561 -7.3074 0.9291
C 1.7914 -6.0376 0.5060
O 2.6784 -5.3748 0.9591
C 1.2993 -5.6541 -0.9022
F 1.0686 -4.3969 -0.8983
F 2.2070 -5.9674 -1.8429
F 0.2402 -6.3704 -1.2588
H 3.9830 -7.6619 1.4489
H 3.4405 -9.2796 1.2054
H 3.8571 -8.6191 2.7721
H 1.7657 -7.3760 3.0206
H 1.2448 -8.7608 2.1803
C 4.9644 -4.1652 -1.4010
C 4.5391 -2.6788 -1.3559
O 3.5432 -2.5627 -2.4179
C 3.2852 -1.3371 -3.0175
O 3.7165 -0.2063 -2.6262
C 2.4380 -1.4644 -4.3426
F 3.1211 -0.8287 -5.2946
F 2.1361 -2.7082 -4.6872
F 1.3388 -0.7600 -4.1428
H 5.2106 -4.4012 -2.4363
H 4.1347 -4.8232 -1.1428
H 5.8279 -4.3172 -0.7534
H 5.4063 -2.0421 -1.5314
H 4.0330 -2.3521 -0.4475
C -4.8652 -1.9453 2.9391
C -3.8777 -1.9510 1.7572
O -4.0158 -3.2132 1.1922
C -3.2174 -3.6563 0.1895
O -2.4677 -2.9510 -0.4440
C -3.5188 -5.1088 -0.2352
F -2.3215 -5.6066 -0.5573
F -4.1353 -5.7842 0.8048
F -4.2817 -5.1739 -1.2931
H -4.5206 -2.6586 3.6878
H -5.8390 -2.2875 2.5888
H -5.0199 -0.9688 3.3980
H -2.8583 -1.8135 2.1176
H -4.0933 -1.0886 1.1264
C -2.9981 1.6050 4.1256
C -3.3315 1.9918 2.6905
O -4.5159 1.2820 2.3288
C -5.6688 1.9917 2.3481
O -5.7955 3.2579 2.4053
C -6.9478 1.1531 2.1285
F -7.9853 1.8505 1.5933
F -6.6757 0.1658 1.2996
F -7.3791 0.6155 3.3001
H -3.6088 2.0093 4.9329
H -2.0425 2.0804 4.3466
H -2.7563 0.5479 4.2354
H -2.5003 1.6969 2.0499
H -3.4354 3.0768 2.6886
C 1.7267 1.2821 -7.9340
C 2.4450 2.5854 -8.2486
O 1.9004 3.7204 -7.5159
C 2.0850 3.8150 -6.1483
O 2.7662 3.0501 -5.4737
C 1.5030 5.0687 -5.5836
F 0.8027 4.7989 -4.5002
F 2.4578 5.8784 -5.1724
F 0.7715 5.7363 -6.4610
H 0.6901 1.4721 -8.2124
H 1.7842 0.9717 -6.8907
H 2.1274 0.5123 -8.5934
H 2.3326 2.9071 -9.2840
H 3.5339 2.5552 -8.2105
C 0.6072 -1.2704 0.6669
C -0.1621 0.0085 0.7698
O 0.3879 0.8841 -0.2254
C -0.1643 2.1094 -0.2832
O -1.1918 2.4480 0.3298
C 0.4845 2.9779 -1.2942
F -0.3743 3.2058 -2.3083
F 0.6935 4.0793 -0.6100
F 1.6817 2.5195 -1.6907
H 1.6863 -1.2027 0.8052
H 0.5496 -1.6244 -0.3624
H 0.1466 -1.9817 1.3525
H -0.1040 0.3910 1.7888
H -1.1890 -0.2212 0.4854
C 3.7021 2.0246 1.1198
C 4.1997 0.7498 0.5047
O 5.0730 -0.0331 1.2606
C 4.7142 -0.5928 2.4532
O 3.6020 -0.5161 2.9745
C 5.8931 -1.4799 3.1055
F 5.9311 -2.6575 2.5704
F 7.0541 -0.9566 2.8538
F 5.7683 -1.5268 4.4218
H 2.9234 2.4380 0.4788
H 4.5030 2.7385 1.3122
H 3.2880 1.8781 2.1174
H 4.7998 0.9594 -0.3808
H 3.4223 0.0568 0.1830
C 2.0600 0.6845 6.1364
C 2.0792 1.4833 4.8636
O 1.2177 2.6334 4.9477
C 1.3184 3.7225 4.1070
O 2.0827 3.7880 3.1694
C 0.2700 4.8981 4.3092
F -0.5290 4.9711 3.2642
F -0.3600 4.8419 5.4853
F 0.9098 6.0416 4.2818
H 1.0466 0.3780 6.3956
H 2.4701 1.1970 7.0066
H 2.6397 -0.2385 6.1456
H 1.7650 0.8623 4.0248
H 3.0498 1.9142 4.6178
```

Values from the calculation:
Frontier orbital gap (alpha / beta) = 1.21 / 6.13 eV
Total energy = -181241.5090 eV
Relative energy (zero: lowest compared OMol25 entry of this formula, charge and spin) = 0.0 kJ/mol
Total charge = -1
Spin multiplicity = 2